(1)
125
Properties=species:S:1:pos:R:3:mulliken_charge:R:1 method="wB97M-V/def2-TZVPD" lumo_ev=-3.22 total_charge=+1 homo_lumo_gap_ev=5.843
C -1.59 0.12 0.78 -0.938
C -2.04 -1.28 0.00 -0.015
C -1.03 -2.55 0.28 -0.637
N -1.53 -3.89 -0.22 -0.192
C -2.99 -4.12 0.09 -0.938
C -3.95 -2.79 -0.21 -0.185
B -5.52 -3.02 0.30 0.612
N -6.56 -1.97 -0.15 -0.603
O -5.94 -4.15 1.18 -0.579
N -3.39 -1.68 0.65 -0.181
H -0.56 0.54 0.41 0.244
H -1.51 -0.17 1.92 0.278
H -2.49 0.87 0.62 0.335
H -2.12 -1.16 -1.16 0.245
H -0.92 -2.62 1.47 0.156
H 0.03 -2.31 -0.23 0.414
H -1.29 -4.07 -1.22 0.358
H -3.10 -4.32 1.26 0.220
H -3.35 -5.06 -0.52 0.468
H -3.97 -2.52 -1.36 0.133
H -6.09 -1.17 -0.63 0.229
H -7.14 -2.46 -0.87 0.257
H -6.54 -3.79 1.91 0.342
H -4.02 -0.86 0.80 0.497
H -3.11 -2.07 1.60 0.497
N 2.71 0.77 1.77 0.163
C 3.39 1.94 1.99 -0.481
C 3.78 2.43 0.77 -0.757
C 3.31 1.54 -0.22 -0.733
C 2.65 0.52 0.43 -0.523
H 2.30 0.18 2.49 0.167
H 3.54 2.31 2.99 0.497
H 4.34 3.35 0.61 0.610
H 3.44 1.62 -1.29 0.521
H 2.14 -0.36 0.05 0.521
N 2.73 -6.05 2.30 -0.030
C 2.15 -5.44 3.38 -0.700
C 0.86 -5.09 3.03 -0.386
C 0.66 -5.51 1.69 -0.141
C 1.83 -6.10 1.26 -0.882
H 3.68 -6.41 2.27 0.314
H 2.69 -5.31 4.30 0.440
H 0.15 -4.59 3.66 0.491
H -0.24 -5.39 1.10 0.502
H 2.10 -6.55 0.32 0.401
N 2.43 3.11 5.75 0.060
C 2.50 2.80 7.08 -0.274
C 3.08 3.87 7.73 -0.569
C 3.37 4.86 6.76 -0.491
C 2.95 4.36 5.54 -0.427
H 2.05 2.51 5.03 0.222
H 2.14 1.86 7.45 0.285
H 3.28 3.93 8.80 0.393
H 3.82 5.82 6.93 0.398
H 2.98 4.79 4.55 0.406
N -8.46 -0.32 -3.04 0.079
C -7.57 -1.09 -3.74 -0.395
C -8.01 -1.16 -5.05 -0.302
C -9.20 -0.41 -5.13 -0.819
C -9.46 0.10 -3.88 -0.485
H -8.39 -0.10 -2.06 0.221
H -6.70 -1.51 -3.26 0.443
H -7.52 -1.70 -5.85 0.446
H -9.81 -0.26 -6.02 0.388
H -10.26 0.73 -3.52 0.422
N 2.88 5.13 -1.29 -0.004
C 3.57 6.30 -1.08 -0.698
C 3.96 6.80 -2.30 -0.312
C 3.49 5.90 -3.29 -0.571
C 2.83 4.88 -2.64 -0.424
H 2.48 4.54 -0.57 0.283
H 3.72 6.67 -0.07 0.400
H 4.52 7.71 -2.46 0.522
H 3.62 5.99 -4.36 0.402
H 2.32 4.00 -3.02 0.407
N -4.67 1.30 -3.11 0.118
C -4.09 2.35 -2.44 -0.740
C -2.74 2.34 -2.74 -0.355
C -2.51 1.26 -3.62 -0.681
C -3.72 0.63 -3.83 -0.280
H -5.65 1.06 -3.07 0.202
H -4.68 3.00 -1.81 0.397
H -2.01 3.04 -2.37 0.504
H -1.56 0.96 -4.05 0.446
H -3.98 -0.23 -4.43 0.397
N 1.19 -2.57 6.14 0.137
C 0.97 -2.85 7.47 -0.260
C 0.71 -1.66 8.11 -0.844
C 0.76 -0.63 7.14 -0.337
C 1.05 -1.22 5.93 -0.472
H 1.41 -3.26 5.43 0.209
H 1.03 -3.86 7.84 0.372
H 0.50 -1.55 9.17 0.390
H 0.60 0.42 7.30 0.501
H 1.18 -0.80 4.94 0.294
N 4.98 -4.67 0.17 0.140
C 5.67 -3.50 0.38 -0.436
C 6.06 -3.01 -0.84 -0.530
C 5.59 -3.90 -1.83 -0.506
C 4.93 -4.92 -1.18 -0.354
H 4.58 -5.26 0.89 0.148
H 5.82 -3.13 1.39 0.383
H 6.62 -2.09 -1.00 0.410
H 5.72 -3.82 -2.90 0.398
H 4.42 -5.80 -1.56 0.339
N -5.18 -3.55 -5.43 0.158
C -4.96 -4.17 -6.64 -0.485
C -4.87 -5.52 -6.42 -0.481
C -5.05 -5.74 -5.03 -0.579
C -5.24 -4.50 -4.45 -0.387
H -5.28 -2.56 -5.29 0.130
H -4.88 -3.59 -7.55 0.399
H -4.69 -6.28 -7.17 0.397
H -5.04 -6.69 -4.51 0.405
H -5.42 -4.22 -3.42 0.429
N 7.41 9.09 -2.63 0.008
C 7.48 8.78 -1.30 -0.422
C 8.06 9.85 -0.65 -0.432
C 8.34 10.84 -1.62 -0.382
C 7.93 10.34 -2.84 -0.500
H 7.03 8.49 -3.35 0.223
H 7.12 7.83 -0.93 0.385
H 8.26 9.91 0.41 0.388
H 8.80 11.80 -1.46 0.378
H 7.96 10.77 -3.83 0.362

***

(2)
125
Properties=species:S:1:pos:R:3:mulliken_charge:R:1 method="wB97M-V/def2-TZVPD" spin_multiplicity=3 lumo_ev="2.50 / 2.50" total_charge=-1 homo_lumo_gap_ev="4.964 / 6.877"
Co 0.21 0.54 0.57 1.074
C 4.12 -0.52 3.60 -1.959
C 3.37 0.72 3.11 1.567
C 4.06 1.98 3.65 -1.751
P 2.66 0.97 1.27 1.693
C 4.10 2.04 0.61 0.845
C 4.71 1.71 -0.76 -1.706
C 3.80 3.55 0.65 -1.703
C 3.04 -0.78 0.70 -0.002
C 4.40 -1.07 0.84 -0.885
C 4.91 -2.34 0.62 -1.309
C 4.04 -3.36 0.28 -1.032
C 2.70 -3.07 0.10 0.121
C 2.17 -1.79 0.25 -0.347
Si 0.32 -1.49 -0.33 0.290
C -0.52 -2.84 0.72 0.512
C -0.53 -4.20 0.43 -0.315
C -1.18 -5.11 1.26 -1.020
C -1.85 -4.65 2.38 -1.012
C -1.84 -3.30 2.69 -0.210
C -1.17 -2.39 1.87 -0.471
P -1.01 -0.59 2.21 1.101
C -2.74 -0.07 2.68 0.962
C -3.67 -0.39 1.50 -1.093
C -3.37 -0.60 3.97 -1.937
C 0.01 -0.62 3.79 2.305
C -0.26 0.61 4.66 -1.510
C 0.07 -1.88 4.65 -2.006
C 0.25 -2.25 -2.10 0.776
C 1.37 -2.77 -2.74 0.168
C 1.33 -3.24 -4.04 -1.012
C 0.17 -3.13 -4.78 -0.893
C -0.97 -2.61 -4.18 -0.261
C -0.95 -2.19 -2.85 -0.865
P -2.41 -1.44 -2.03 1.695
C -3.83 -2.66 -2.26 0.477
C -3.77 -3.65 -1.09 -1.329
C -3.98 -3.45 -3.56 -1.776
C -2.84 -0.01 -3.19 1.058
C -1.57 0.58 -3.82 -1.481
C -3.91 -0.22 -4.26 -1.788
H 4.12 -0.51 4.70 0.454
H 5.17 -0.54 3.29 0.452
H 3.65 -1.44 3.27 0.235
H 2.41 0.69 3.63 -0.358
H 5.11 2.03 3.37 0.403
H 4.02 1.97 4.75 0.454
H 3.56 2.88 3.32 0.296
H 4.88 1.85 1.35 0.898
H 4.06 2.04 -1.57 0.266
H 4.92 0.66 -0.89 0.333
H 5.65 2.26 -0.84 0.532
H 3.35 3.87 -0.28 0.323
H 4.74 4.10 0.78 0.402
H 3.13 3.81 1.47 0.432
H 5.09 -0.29 1.15 0.764
H 5.97 -2.53 0.74 0.395
H 4.40 -4.37 0.15 0.421
H 2.03 -3.87 -0.20 0.368
H -0.04 -4.56 -0.47 0.326
H -1.18 -6.16 1.02 0.362
H -2.39 -5.35 3.02 0.402
H -2.36 -2.97 3.58 0.346
H -2.64 1.02 2.75 0.461
H -3.77 -1.47 1.38 0.319
H -3.28 0.03 0.58 -0.324
H -4.66 0.04 1.69 0.590
H -3.87 -1.55 3.79 0.382
H -4.13 0.10 4.31 0.361
H -2.65 -0.74 4.78 0.352
H 1.01 -0.51 3.34 -1.870
H -1.15 0.47 5.27 0.454
H -0.39 1.51 4.06 0.332
H 0.59 0.78 5.33 0.382
H -0.87 -2.06 5.17 0.289
H 0.85 -1.74 5.40 0.517
H 0.32 -2.76 4.06 0.375
H 2.31 -2.83 -2.20 0.388
H 2.22 -3.66 -4.50 0.363
H 0.14 -3.43 -5.82 0.409
H -1.88 -2.51 -4.76 0.367
H -4.71 -2.03 -2.12 0.553
H -2.92 -4.32 -1.23 0.301
H -4.68 -4.25 -1.04 0.554
H -3.63 -3.13 -0.14 0.017
H -3.13 -4.12 -3.70 0.333
H -4.10 -2.82 -4.43 0.264
H -4.88 -4.08 -3.49 0.503
H -3.21 0.73 -2.47 0.171
H -1.15 -0.09 -4.57 0.310
H -0.82 0.77 -3.06 -0.209
H -1.82 1.53 -4.30 0.660
H -3.56 -0.86 -5.06 0.258
H -4.16 0.75 -4.70 0.466
H -4.83 -0.63 -3.84 0.403
C -3.38 5.45 -2.65 -1.535
C -2.29 4.67 -1.94 0.564
O -2.74 4.40 -0.63 -0.027
P -1.73 3.66 0.49 -0.132
S 1.13 2.10 1.99 -0.446
S -1.70 1.74 -0.26 -0.575
O -2.85 3.66 1.69 -0.402
C -4.17 3.14 1.52 0.451
C -5.18 4.26 1.39 -1.466
H -3.02 5.83 -3.61 0.431
H -3.67 6.30 -2.03 0.333
H -4.25 4.82 -2.82 0.308
H -1.37 5.27 -1.90 0.155
H -2.07 3.73 -2.45 -0.062
H -4.38 2.54 2.41 0.263
H -4.20 2.48 0.64 0.060
H -5.13 4.91 2.27 0.330
H -6.19 3.85 1.31 0.392
H -4.96 4.86 0.51 0.243
Cl 2.63 0.14 -4.52 -0.302
C 1.95 1.05 -3.21 0.612
C 1.42 2.32 -3.48 -1.299
C 1.11 3.07 -2.34 -1.017
C 1.19 2.54 -1.09 -1.355
N 1.59 1.24 -0.81 0.959
C 2.06 0.56 -1.94 -1.834
H 1.32 2.69 -4.49 0.454
H 0.81 4.11 -2.45 0.485
H 0.99 3.18 -0.24 0.956
H 2.55 -0.38 -1.77 0.254

***

(3)
139
Properties=species:S:1:pos:R:3:mulliken_charge:R:1 method="wB97M-V/def2-TZVPD" lumo_ev=-1.42 homo_lumo_gap_ev=6.782 smiles="C=CCc1c(CCCSC(=S)n2ccnc2)cc(C(=O)NC(=O)F)c2c1C(=O)C=C([C@H](Br)CC)C2=O.COCCOC.COCCOC.COCCOC.COCCOC.COCCOC"
C 2.11 4.16 2.83 -0.759
C 2.08 2.76 3.20 -0.391
C 0.89 1.77 2.81 -0.424
C 1.11 0.38 3.60 0.288
C 0.19 -0.14 4.74 1.035
C -1.07 0.68 5.28 -1.512
C -2.25 0.88 4.21 -0.372
C -3.34 -0.29 4.48 -0.423
S -4.17 -0.89 2.93 -0.103
C -3.42 -2.58 2.67 0.051
S -4.01 -3.87 3.56 -0.154
N -2.32 -2.67 1.70 0.425
C -1.92 -3.76 0.80 -0.160
C -0.68 -3.28 -0.02 -0.590
N -0.34 -1.91 0.40 -0.456
C -1.33 -1.65 1.41 -0.126
C 0.47 -1.54 5.43 -0.884
C 1.68 -2.44 5.04 0.396
C 1.96 -3.84 5.75 0.160
O 3.12 -4.12 6.19 -0.524
N 0.88 -4.83 5.94 -0.168
C 0.89 -5.90 4.92 0.507
O -0.17 -6.44 4.52 -0.476
F 2.13 -6.34 4.36 -0.185
C 2.63 -1.92 3.92 -0.370
C 2.33 -0.54 3.21 0.736
C 3.41 -0.12 2.08 0.061
O 3.10 0.47 1.02 -0.523
C 4.93 -0.58 2.42 -0.868
C 5.22 -1.82 3.08 0.973
C 6.74 -2.18 3.42 -0.607
Br 8.06 -1.49 2.09 -0.121
C 7.03 -3.74 3.68 -0.444
C 7.00 -4.65 2.33 -0.841
C 3.95 -2.75 3.46 0.315
O 3.94 -4.00 3.39 -0.509
H 2.09 4.91 3.72 0.222
H 2.17 4.46 1.73 0.252
H 2.96 2.35 3.80 0.280
H -0.16 2.17 3.04 0.402
H 0.90 1.51 1.69 0.390
H -0.68 1.74 5.57 0.372
H -1.43 0.21 6.27 0.423
H -1.91 0.96 3.12 0.430
H -2.78 1.88 4.47 0.354
H -2.80 -1.13 5.06 0.264
H -4.11 0.15 5.22 0.057
H -2.46 -4.77 0.74 0.386
H -0.10 -3.88 -0.81 0.385
H -1.25 -0.60 1.85 0.201
H -0.21 -1.93 6.28 0.202
H 0.94 -5.24 6.90 0.362
H 5.74 0.18 2.12 0.270
H 6.99 -1.63 4.41 0.389
H 6.25 -4.17 4.42 0.227
H 8.05 -3.89 4.21 0.418
H 6.09 -5.36 2.44 0.196
H 7.99 -5.25 2.30 0.284
H 6.89 -4.04 1.37 0.289
C -5.81 1.01 7.96 -0.896
O -4.43 1.37 8.03 -0.315
C -4.24 2.78 8.08 -0.367
C -3.92 3.25 9.50 -0.658
O -5.05 3.09 10.36 -0.370
C -4.92 1.96 11.21 -0.679
H -5.89 -0.06 8.12 0.260
H -6.40 1.52 8.73 0.422
H -6.20 1.25 6.97 0.325
H -5.11 3.31 7.68 0.367
H -3.39 3.01 7.44 0.319
H -3.69 4.32 9.47 0.394
H -3.05 2.72 9.90 0.338
H -4.17 2.15 11.98 0.327
H -4.65 1.06 10.65 0.278
H -5.88 1.79 11.70 0.242
C -1.57 -3.56 -3.52 -0.485
O -2.86 -3.68 -2.93 -0.348
C -3.62 -2.49 -3.06 -0.462
C -4.66 -2.61 -4.16 -0.631
O -4.05 -2.68 -5.45 -0.269
C -4.03 -4.01 -5.96 -0.685
H -1.12 -4.56 -3.56 0.266
H -1.62 -3.17 -4.54 0.098
H -0.94 -2.91 -2.90 0.307
H -2.97 -1.62 -3.23 0.325
H -4.14 -2.34 -2.10 0.370
H -5.29 -1.71 -4.16 0.349
H -5.32 -3.47 -3.99 0.383
H -5.04 -4.30 -6.27 0.304
H -3.64 -4.72 -5.23 0.321
H -3.38 -4.02 -6.84 0.204
C 1.77 4.18 -1.37 -1.022
O 0.51 4.07 -0.73 -0.179
C -0.25 5.27 -0.83 -0.538
C -1.34 5.15 -1.90 -0.587
O -0.78 5.06 -3.20 -0.361
C -0.80 3.73 -3.70 -0.419
H 2.22 3.18 -1.42 0.268
H 1.68 4.57 -2.38 0.458
H 2.43 4.83 -0.78 0.376
H 0.40 6.13 -1.03 0.350
H -0.73 5.44 0.14 0.367
H -1.95 6.06 -1.87 0.386
H -1.99 4.30 -1.69 0.320
H -1.82 3.44 -3.95 0.317
H -0.38 3.02 -2.97 0.234
H -0.19 3.69 -4.60 0.023
C 4.62 4.82 -6.65 -0.637
O 4.60 3.49 -7.15 -0.392
C 4.07 2.56 -6.20 -0.609
C 2.63 2.18 -6.55 -0.158
O 1.75 3.28 -6.39 -0.170
C 1.40 3.88 -7.63 -0.707
H 4.86 5.49 -7.47 0.242
H 3.65 5.11 -6.23 0.235
H 5.39 4.92 -5.88 0.319
H 4.13 2.96 -5.18 0.322
H 4.69 1.66 -6.25 0.382
H 2.30 1.40 -5.86 0.366
H 2.57 1.77 -7.57 0.060
H 0.71 3.22 -8.18 0.122
H 2.28 4.09 -8.24 0.385
H 0.88 4.82 -7.42 0.246
C 0.48 -2.95 -8.48 -0.617
O -0.86 -2.68 -8.87 -0.419
C -1.54 -1.85 -7.93 0.245
C -1.64 -0.41 -8.43 -0.918
O -0.35 0.21 -8.47 -0.122
C 0.17 0.28 -9.79 -0.894
H 1.00 -3.42 -9.32 0.238
H 1.02 -2.03 -8.21 0.222
H 0.49 -3.64 -7.63 0.301
H -1.06 -1.89 -6.95 0.180
H -2.55 -2.25 -7.83 0.065
H -2.25 0.16 -7.73 0.330
H -2.12 -0.37 -9.41 0.399
H -0.37 1.04 -10.36 0.296
H 0.12 -0.68 -10.30 0.449
H 1.22 0.59 -9.72 0.202

***

no.,electronic energy (a.u.),maximum force (eV Å⁻¹)
1,-2565.2821,3.96
2,-6255.1020,2.61
3,-6445.5953,6.48